# C3H6N2O

A 2-piece molecular cluster, C3H6N2O overall (the ωB97M-V functional and the def2-TZVPD basis, OMol25).

E_LUMO in eV: 0.886
Relative energy (zero: lowest compared OMol25 entry of this formula, charge and spin) in kcal per mole: 36.73
SMILES string: O=c1[nH]cc[nH]1.[H][H]
HOMO-LUMO gap in eV: 9.0
E in eV: -8235.106

Atoms and positions in Å:
O 2.8931 -0.3469 -0.2673
N 0.9693 0.9926 -0.2405
N 0.7056 -1.1488 -0.0537
C 1.6889 -0.1916 -0.1969
C -0.5539 -0.5770 -0.0498
C -0.3903 0.7642 -0.1136
H -2.7926 0.3496 0.4719
H 1.4123 1.8889 -0.3342
H -1.0853 1.5835 -0.0017
H -2.3296 0.0067 0.9432
H -1.4154 -1.1937 -0.2256
H 0.8979 -2.1273 0.0683

Atomic forces in eV per Å
O -0.1 0.1 0.1
N 0.3 0.0 0.2
N 0.3 0.0 -0.4
C 0.2 0.0 0.0
C 0.1 0.1 -0.3
C 0.0 -0.2 0.0
H -0.4 0.0 0.2
H 0.1 -0.1 0.1
H 0.1 -0.3 -0.3
H -0.7 0.3 0.1
H 0.0 0.1 0.5
H 0.1 0.1 -0.1

Atomic partial charges in e from the Mulliken method, atoms 1 to 8: -0.633, -0.037, -0.044, 0.121, -0.326, -0.225, 0.043, 0.177


# C3H6N2O

A single C3H6N2O molecule (the ωB97M-V functional and the def2-TZVPD basis, OMol25).

E_LUMO in eV: 0.280
Relative energy (zero: lowest compared OMol25 entry of this formula, charge and spin) in kcal per mole: 69.42
SMILES string: C=N/C([NH3+])=C/[O-]
HOMO-LUMO gap in eV: 7.8
E in eV: -8233.688

Atoms and positions in Å:
O 0.6511 -0.5685 2.5244
N 0.4498 0.9613 0.3881
N -0.5609 -0.8472 -0.8252
C 0.1946 -1.1259 1.5078
C 0.0830 -0.4558 0.2770
C -0.7204 -0.0361 -1.8181
H -1.3387 -0.3427 -2.6430
H 0.6190 1.0564 1.4186
H -0.1431 -2.1777 1.5126
H -0.3620 1.4781 -0.0734
H -0.0909 0.8141 -2.0715
H 1.2828 1.2500 -0.1320

Atomic forces in eV per Å
O -0.1 0.0 -0.2
N -0.6 0.4 -0.6
N -0.5 0.6 0.0
C 0.0 0.1 -0.2
C 0.6 -0.5 0.2
C 0.2 -0.7 -0.5
H -0.2 -0.3 -0.2
H -0.3 0.2 -0.2
H 0.0 0.2 0.1
H 0.9 -0.2 1.0
H 0.0 0.4 0.5
H 0.0 -0.2 0.2

Atomic partial charges in e from the Mulliken method, atoms 1 to 8: -0.699, -0.301, -0.451, 0.187, 0.008, -0.587, 0.240, 0.345


# C3H6N2O

A single C3H6N2O molecule (the ωB97M-V functional and the def2-TZVPD basis, OMol25).

E_LUMO in eV: 0.793
Relative energy (zero: lowest compared OMol25 entry of this formula, charge and spin) in kcal per mole: 42.60
SMILES string: [H]/N=C(/C=O)NC
HOMO-LUMO gap in eV: 10.3
E in eV: -8234.851

Atoms and positions in Å:
O -2.0659 1.0273 1.4928
N -1.1660 -0.8004 -0.7346
N 0.6684 0.5327 0.0094
C -1.8482 0.9954 0.3080
C -0.6455 0.2531 -0.2339
C 1.6181 -0.5602 0.0151
H 2.6407 -0.1932 0.1073
H 0.9488 1.4074 0.4244
H 1.4215 -1.2539 0.8426
H 1.5545 -1.1175 -0.9236
H -2.5989 1.2890 -0.4502
H -0.5277 -1.5798 -0.8572

Atomic forces in eV per Å
O 0.2 0.4 -0.4
N 0.3 -0.2 0.0
N -0.3 0.0 0.1
C 0.0 0.3 0.3
C -0.2 -0.4 0.1
C 0.1 -0.2 -0.1
H -0.2 0.1 0.0
H -0.3 -0.2 0.1
H 0.0 0.1 -0.1
H 0.1 0.0 0.1
H 0.1 0.0 0.1
H 0.1 0.0 -0.3

Atomic partial charges in e from the Mulliken method, atoms 1 to 8: -0.446, -0.655, -0.185, -0.071, 0.628, -0.970, 0.312, 0.233


# C3H6N2O

A single C3H6N2O molecule (the ωB97M-V functional and the def2-TZVPD basis, OMol25).

E_LUMO in eV: 0.467
Relative energy (zero: lowest compared OMol25 entry of this formula, charge and spin) in kcal per mole: 90.87
SMILES string: [H]/N=C/C=C(\N)O
HOMO-LUMO gap in eV: 7.9
E in eV: -8232.758

Atoms and positions in Å:
O 1.3932 -1.4541 -0.0082
N -1.2692 0.7085 1.0395
N 1.3163 0.8189 -0.1941
C 0.6087 -0.3601 -0.1782
C -0.6314 -0.5634 -0.7793
C -1.6583 0.0990 -0.0521
H -0.8227 -1.3614 -1.4833
H -2.5986 0.3614 -0.5531
H -1.2905 0.3809 2.0053
H 0.7020 1.6280 -0.2416
H 1.9388 0.9200 0.6027
H 2.3117 -1.1776 -0.1575

Atomic forces in eV per Å
O 0.0 0.8 -0.3
N -1.5 -0.2 0.9
N -0.3 0.0 0.9
C 1.1 -1.0 -1.4
C -1.5 -0.2 1.1
C 1.9 1.2 -0.3
H 0.3 -0.1 0.0
H -0.3 -0.4 0.1
H 0.3 0.2 -0.9
H 0.1 -0.2 -0.1
H -0.1 0.0 -0.1
H 0.0 -0.2 0.1

Atomic partial charges in e from the Mulliken method, atoms 1 to 8: -0.436, -0.704, -0.507, 0.686, -0.831, -0.016, 0.364, 0.331


# C3H6N2O

A single C3H6N2O molecule (the ωB97M-V functional and the def2-TZVPD basis, OMol25).

E_LUMO in eV: 0.875
Relative energy (zero: lowest compared OMol25 entry of this formula, charge and spin) in kcal per mole: 33.04
SMILES string: NC(=O)N1CC1
HOMO-LUMO gap in eV: 10.4
E in eV: -8235.266

Atoms and positions in Å:
O -0.6795 2.0065 -0.7498
N -0.0852 0.1382 0.4317
N -1.5398 -0.0095 -1.3694
C -0.7181 0.7977 -0.6132
C 1.1272 0.3558 1.1400
C 0.7102 -1.0251 0.6815
H 0.9932 0.6349 2.1868
H -1.3493 -0.9900 -1.4919
H 1.3136 -1.4537 -0.1273
H 1.9794 0.8228 0.6295
H 0.2787 -1.7297 1.4020
H -2.0304 0.4520 -2.1199

Atomic forces in eV per Å
O 0.1 -0.4 0.1
N -0.2 0.2 -0.1
N 0.1 0.0 -0.1
C 0.0 0.0 0.1
C 0.0 0.2 0.1
C 0.0 -0.1 0.0
H 0.2 -0.1 -0.2
H 0.0 0.1 0.2
H -0.3 0.1 0.2
H -0.4 -0.2 0.1
H 0.3 0.2 -0.3
H 0.2 0.0 0.1

Atomic partial charges in e from the Mulliken method, atoms 1 to 8: -0.603, -0.099, -0.370, 0.420, -0.393, -0.388, 0.222, 0.221


# C3H6N2O

C3H6N2O as an isolated structure (the ωB97M-V functional and the def2-TZVPD basis, OMol25).

E_LUMO in eV: 0.746
Relative energy (zero: lowest compared OMol25 entry of this formula, charge and spin) in kcal per mole: 64.92
HOMO-LUMO gap in eV: 11.0
E in eV: -8233.884

Atoms and positions in Å:
O 1.1812 0.8569 -0.8328
N 0.8867 -2.4711 -0.8027
N -1.3795 0.1907 -0.6523
C -0.1545 -0.2190 -0.1759
C 0.1077 0.2824 1.2267
C 0.4516 -1.4368 -0.5639
H -0.7054 0.0904 1.9807
H 0.2080 1.4574 1.1523
H -1.4843 0.1830 -1.6029
H 1.7518 0.2759 -1.2730
H 1.0139 -0.1229 1.6049
H -1.8772 0.9132 -0.0612

Atomic forces in eV per Å
O -3.3 -0.2 1.5
N 0.2 0.0 -0.1
N 0.2 0.1 3.6
C 1.6 4.6 0.3
C -1.3 2.1 0.9
C -0.4 -1.4 -0.2
H 0.5 -0.2 -0.9
H -0.1 -2.5 0.1
H -0.7 0.2 -2.6
H 1.5 -1.3 -1.2
H 0.8 -0.2 0.3
H 1.1 -1.3 -1.5

Atomic partial charges in e from the Mulliken method, atoms 1 to 8: -0.671, -0.377, -0.433, 1.219, -1.306, -0.224, 0.362, 0.352


# C3H6N2O

A single C3H6N2O molecule (the ωB97M-V functional and the def2-TZVPD basis, OMol25).

E_LUMO in eV: 0.871
Relative energy (zero: lowest compared OMol25 entry of this formula, charge and spin) in kcal per mole: 50.62
SMILES string: O=C1CCNN1
HOMO-LUMO gap in eV: 9.7
E in eV: -8234.504

Atoms and positions in Å:
O -2.0207 0.0023 -0.1857
N -0.0606 -1.0772 0.1558
N 1.2929 -0.8127 -0.0560
C 0.0554 1.2107 0.3196
C -0.8542 0.0283 0.0912
C 1.2916 0.6088 -0.3595
H 1.8334 -1.0946 0.8418
H 0.4298 1.2812 1.4924
H -0.4112 2.0791 -0.1543
H -0.5373 -1.9767 -0.1688
H 2.2543 1.0860 -0.0565
H 1.0131 0.7496 -1.4753

Atomic forces in eV per Å
O -1.0 0.2 0.0
N -2.0 -2.3 -0.4
N 1.4 -1.3 1.7
C 1.5 -0.5 2.7
C 0.5 -0.1 0.6
C 0.1 1.6 -1.7
H -1.1 1.2 -1.8
H -1.8 0.3 -2.7
H 0.5 0.1 0.6
H 1.5 1.7 0.3
H -0.8 -0.4 -0.6
H 1.3 -0.4 1.3

Atomic partial charges in e from the Mulliken method, atoms 1 to 8: -0.605, -0.133, -0.390, -0.319, 0.307, -0.497, 0.284, 0.232


# C3H6N2O

A single C3H6N2O molecule (the ωB97M-V functional and the def2-TZVPD basis, OMol25).

E_LUMO in eV: 0.701
Relative energy (zero: lowest compared OMol25 entry of this formula, charge and spin) in kcal per mole: 71.85
SMILES string: [H]/N=C\[C@@H](N)C=O
HOMO-LUMO gap in eV: 9.7
E in eV: -8233.583

Atoms and positions in Å:
O 0.3408 -0.6867 1.8001
N 1.8726 0.4106 -1.1263
N -1.6589 -0.6410 -0.0837
C -0.6631 0.3500 -0.0666
C 0.1022 0.3864 1.1910
C 0.9026 -0.2115 -0.6241
H 2.0316 1.3573 -0.7834
H -1.5088 -1.3340 0.6402
H 0.6243 1.3339 1.4109
H -1.8672 -1.0458 -0.9831
H 0.7548 -1.2521 -0.9080
H -0.9308 1.3329 -0.4670

Atomic forces in eV per Å
O -0.9 2.5 -0.3
N 0.5 -0.4 1.2
N 0.0 0.2 -0.2
C 1.7 -0.3 0.8
C 0.6 -2.5 1.2
C -1.7 1.3 -2.7
H -0.6 0.2 -0.4
H 0.1 0.0 -0.2
H 0.0 -0.2 0.2
H 0.0 0.0 0.0
H 0.0 -0.3 0.5
H 0.3 -0.4 -0.2

Atomic partial charges in e from the Mulliken method, atoms 1 to 8: -0.573, -0.639, -0.579, 0.132, -0.134, -0.003, 0.237, 0.270


Please write out number 1 again, unchanged.
# C3H6N2O

A 2-piece molecular cluster, C3H6N2O overall (the ωB97M-V functional and the def2-TZVPD basis, OMol25).

E_LUMO in eV: 0.886
Relative energy (zero: lowest compared OMol25 entry of this formula, charge and spin) in kcal per mole: 36.73
SMILES string: O=c1[nH]cc[nH]1.[H][H]
HOMO-LUMO gap in eV: 9.0
E in eV: -8235.106

Atoms and positions in Å:
O 2.8931 -0.3469 -0.2673
N 0.9693 0.9926 -0.2405
N 0.7056 -1.1488 -0.0537
C 1.6889 -0.1916 -0.1969
C -0.5539 -0.5770 -0.0498
C -0.3903 0.7642 -0.1136
H -2.7926 0.3496 0.4719
H 1.4123 1.8889 -0.3342
H -1.0853 1.5835 -0.0017
H -2.3296 0.0067 0.9432
H -1.4154 -1.1937 -0.2256
H 0.8979 -2.1273 0.0683

Atomic forces in eV per Å
O -0.1 0.1 0.1
N 0.3 0.0 0.2
N 0.3 0.0 -0.4
C 0.2 0.0 0.0
C 0.1 0.1 -0.3
C 0.0 -0.2 0.0
H -0.4 0.0 0.2
H 0.1 -0.1 0.1
H 0.1 -0.3 -0.3
H -0.7 0.3 0.1
H 0.0 0.1 0.5
H 0.1 0.1 -0.1

Atomic partial charges in e from the Mulliken method, atoms 1 to 8: -0.633, -0.037, -0.044, 0.121, -0.326, -0.225, 0.043, 0.177